This record from OMol25 describes a 2-piece molecular cluster, C3H6ClNSSi overall in a non-equilibrium geometry. The level of theory is the ωB97M-V functional and the def2-TZVPD basis.

Last column: natural (NBO) charge in e.
Geometry (Å):
C  -0.718671  1.001181  -2.438381  0.01
C  -1.290293  0.791092  1.365391  -0.82
C  1.275382  -1.636988  0.506978  -1.13
N  -1.099837  2.021023  -2.750104  -0.30
Si  0.617409  -0.009917  -0.123995  1.26
S  -0.117884  -0.509558  -2.162361  -0.07
Cl  1.811876  1.522515  -0.288383  -0.33
H  -0.959143  1.546272  1.979941  0.19
H  -1.872912  1.249510  0.470519  0.22
H  -1.734128  -0.071062  1.879091  0.21
H  0.547675  -1.945913  1.192329  0.26
H  1.255364  -2.243477  -0.393999  0.24
H  2.285161  -1.714679  0.762973  0.26

Force components x, y, z for each atom (eV/Å):
0.41 -1.08 -0.06
0.47 -1.83 -5.04
-0.41 0.96 -2.48
-0.98 2.43 -0.51
-3.50 -0.63 2.14
0.54 -1.06 1.07
1.40 1.51 -0.18
1.06 1.50 1.39
0.59 -1.04 1.84
0.09 0.37 -0.46
-0.64 -0.87 1.24
-0.44 -0.53 -0.11
1.42 0.28 1.16

The value obtained for the maximum force is 0.1047 Eh/bohr. Its charge is 0. The value obtained for the molecular weight is 151.69 g mol⁻¹. Its energy relative to the best compared isomer or geometry (same formula, charge and spin) is 0.0000 eV.